Record 1
25
Properties=species:S:1:pos:R:3:forces:R:3:nbo_charge:R:1 method="wB97M-V/def2-TZVPD" e_tot_ev=-11506.0464 spin_multiplicity=1 gap_ha=0.2802 homo_energy_ev=-6.839 e_lumo_ev=0.78 largest_force_ev_per_a=6.3 total_charge=0
C 1.617 -0.082 0.012 -1.43 1.98 1.04 0.3832
C -1.061 -0.084 0.055 -2.95 3.10 0.87 0.2877
C -0.047 0.827 0.507 5.27 -3.05 -1.55 -0.3997
C 1.712 -1.571 0.243 -0.01 0.01 0.09 -0.6552
C -1.280 -0.231 -1.426 -0.02 0.06 0.15 -0.6691
C -2.310 1.434 0.797 -0.52 -1.93 -1.21 -0.7377
N 1.875 0.222 -1.368 0.06 0.08 -0.17 -0.8808
N -1.350 -1.201 0.794 -0.08 -0.33 0.45 -0.8441
O 2.570 0.506 0.911 0.26 -0.12 0.01 -0.7614
H 2.496 1.466 0.857 -0.04 -0.11 -0.03 0.4599
H 1.807 1.216 -1.559 -0.01 -0.06 0.04 0.3551
H 2.805 -0.083 -1.656 -0.13 0.00 0.14 0.3603
H -1.137 -1.185 1.780 0.08 -0.28 -0.26 0.3868
H -1.456 -2.089 0.332 -0.04 0.14 0.18 0.3940
H 0.080 1.725 -0.082 -0.24 0.18 0.19 0.2119
H 0.124 0.896 1.574 -0.23 0.24 0.02 0.2198
H 1.112 -2.117 -0.482 -0.13 0.00 0.13 0.2118
H 1.427 -1.827 1.263 -0.10 -0.04 -0.09 0.2174
H 2.751 -1.904 0.118 -0.02 0.20 -0.06 0.2113
H -1.559 0.729 -1.855 0.03 -0.02 -0.06 0.2297
H -0.359 -0.564 -1.904 0.04 -0.01 0.00 0.2486
H -2.068 -0.954 -1.637 -0.12 0.06 0.05 0.2114
H -2.391 1.268 1.870 0.16 -0.08 -0.02 0.1837
H -2.129 2.480 0.555 0.45 -0.08 -0.08 0.1858
H -3.228 1.124 0.301 -0.27 0.05 0.17 0.1897

---

Record 2
25
Properties=species:S:1:pos:R:3:forces:R:3:nbo_charge:R:1 method="wB97M-V/def2-TZVPD" e_tot_ev=-11487.4638 spin_multiplicity=3 s_squared=2.007 gap_ha="0.3138 / 0.3287" homo_energy_ev="-15.291 / -18.807" e_lumo_ev="-6.75 / -9.86" largest_force_ev_per_a=4.3 total_charge=+2
C -0.335 0.764 0.224 0.81 -2.23 0.46 0.0639
C 0.769 -0.083 -0.691 -3.46 -0.66 2.44 0.2486
C -0.418 2.227 0.376 0.60 -0.09 -0.12 -0.7161
C 1.924 -2.210 -0.242 1.83 0.55 2.58 -0.6433
C 0.742 -1.587 -0.935 -1.36 -0.67 -1.74 -0.5158
C -1.208 -0.042 1.185 1.18 -0.31 -4.12 0.2743
N 1.589 0.743 -1.449 0.92 3.02 -2.37 -0.7481
N -2.738 -0.054 0.275 0.88 -0.28 1.45 -0.7863
O -1.432 0.600 2.276 -1.37 0.45 2.69 -0.6365
H -1.358 2.569 -0.020 -0.82 0.36 0.05 0.2594
H 0.284 2.788 -0.236 0.39 0.15 0.17 0.2189
H -0.343 2.538 1.437 0.03 -0.07 -0.57 0.3009
H 1.882 -3.254 0.015 -0.45 -0.57 -0.57 0.2700
H 2.115 -1.772 0.793 -0.75 -0.16 -0.97 0.2241
H 2.910 -2.033 -0.659 -0.04 -0.01 -0.81 0.2331
H -0.199 -2.154 -0.562 1.24 1.52 -0.46 0.2527
H 0.729 -1.858 -2.098 0.18 0.77 2.21 0.2609
H -0.938 -1.107 1.190 -0.42 0.20 0.34 0.2077
H 2.600 0.650 -1.314 0.36 -0.22 0.48 0.4645
H 1.400 1.830 -1.313 0.26 -2.61 -0.40 0.4732
H 1.495 0.504 -2.475 -0.06 0.54 0.66 0.4622
H -2.529 0.344 -0.615 -0.13 -0.08 -1.02 0.4254
H -3.128 -0.990 0.238 -0.28 -0.03 -0.32 0.4422
H -3.361 0.586 0.756 -0.35 0.03 0.17 0.4375
H -2.028 0.115 2.898 0.80 0.40 -0.23 0.5268

---

Record 3
28
Properties=species:S:1:pos:R:3:forces:R:3:nbo_charge:R:1 method="wB97M-V/def2-TZVPD" e_tot_ev=-35219.2739 spin_multiplicity=1 gap_ha=0.3492 homo_energy_ev=-9.164 e_lumo_ev=0.34 largest_force_ev_per_a=7.2 total_charge=0
C 3.302 1.001 -0.453 3.14 1.40 1.17 -0.4695
C 2.763 -1.123 0.589 1.97 -2.17 4.93 -0.3284
C 1.780 -1.447 -0.462 -5.09 -2.10 -1.72 -0.5336
C -2.498 -0.702 0.879 -0.53 0.70 -0.58 -0.6983
C -3.259 0.520 0.201 -4.90 -3.22 4.17 -0.1631
C -1.591 2.304 0.124 0.69 3.48 -3.56 -0.4753
H 2.521 0.941 -1.241 0.41 -0.13 0.60 0.1911
H 2.932 1.641 0.485 0.68 -1.57 -2.09 0.2098
H 4.276 1.619 -0.916 -2.73 -1.65 1.19 0.2147
H 3.959 -1.013 -0.817 1.12 2.33 1.69 0.3311
H 2.601 -0.685 1.716 -0.99 -0.78 -2.99 0.2383
H 3.169 -2.226 0.946 -0.55 2.52 -0.99 0.2127
H 1.069 -2.559 -0.226 2.74 3.17 -0.96 0.3016
H 2.263 -1.371 -1.602 -1.46 -0.50 3.13 0.2409
H -3.079 -1.492 1.341 -0.72 0.66 0.95 0.2583
H -1.856 -0.061 1.494 0.46 -1.53 0.41 0.2671
H -4.307 0.280 -0.268 2.34 0.00 0.40 0.2315
H -3.717 0.856 1.397 1.18 0.47 -3.24 0.1402
H -2.944 1.653 -1.331 -0.56 1.05 -1.39 0.3887
H -2.290 3.442 0.123 2.27 -3.45 0.62 0.1910
H -0.725 2.505 -0.751 -2.09 -0.19 2.63 0.2237
H -0.977 2.115 1.100 -1.88 -0.21 -1.80 0.2455
N 3.891 -0.366 0.082 -1.40 0.00 -3.79 -0.5895
N -2.445 1.267 -0.591 2.63 1.38 2.62 -0.6511
O -2.310 -1.901 -1.473 0.57 0.37 2.07 -0.9031
O -1.054 -3.097 0.338 -1.45 3.68 -0.32 -0.8906
S 0.119 -0.317 -0.495 1.09 -1.84 -0.04 -0.1359
S -1.593 -1.782 -0.191 3.03 -1.86 -3.11 1.9521

---

Record 4
25
Properties=species:S:1:pos:R:3:forces:R:3:nbo_charge:R:1 method="wB97M-V/def2-TZVPD" e_tot_ev=-18741.5568 spin_multiplicity=1 gap_ha=0.3332 homo_energy_ev=-13.681 e_lumo_ev=-4.61 largest_force_ev_per_a=7.4 total_charge=+1
C -1.484 -0.157 -0.003 4.71 2.97 0.50 0.1017
C 0.965 -1.773 0.201 -1.74 -1.05 -0.76 -0.6364
C 1.862 0.066 -1.157 -2.13 -1.42 -0.89 -0.6157
C 1.851 0.362 1.328 -2.72 -1.02 0.40 -0.6002
C -2.590 0.914 0.268 0.07 0.87 -0.66 -0.3183
C 1.129 -0.294 0.097 -0.57 1.91 0.56 0.1111
N -0.171 0.393 0.106 -7.34 -1.10 -0.44 -0.4856
N -1.991 2.296 0.147 -0.78 0.13 -3.45 -0.8585
P -1.942 -1.888 -0.139 -2.49 -0.63 -0.38 0.3522
H 0.216 -2.084 0.961 0.88 0.26 -0.05 0.2269
H 0.603 -2.275 -0.777 1.07 0.94 1.43 0.2238
H 1.929 -2.111 0.483 0.78 -0.97 0.13 0.2548
H 2.828 -0.233 -1.076 3.12 -0.62 0.31 0.2285
H 1.784 1.034 -1.482 0.08 2.84 -0.01 0.2277
H 1.495 -0.442 -2.039 -0.44 -0.69 -0.06 0.2202
H 2.793 -0.101 1.316 1.27 -1.08 1.01 0.2281
H 2.135 1.376 1.077 -0.71 0.56 0.34 0.2309
H 1.128 0.192 2.281 2.33 0.64 -2.01 0.2296
H -3.063 0.912 1.234 0.63 -0.67 1.05 0.2621
H -3.508 0.613 -0.284 0.84 0.75 -0.69 0.2403
H -2.333 2.990 0.785 -0.36 -0.24 0.83 0.4022
H -2.181 2.804 -0.820 0.61 -1.89 2.34 0.4049
H -0.412 1.442 0.298 1.14 -1.16 -0.36 0.4733
H -3.332 -1.663 -0.650 1.50 -0.06 0.59 0.0345
H -1.492 -2.482 -1.354 0.25 0.76 0.28 0.0619

---

Record 5
28
Properties=species:S:1:pos:R:3:forces:R:3:nbo_charge:R:1 method="wB97M-V/def2-TZVPD" smiles="CNCCCCN(C)N(O)N=O" e_tot_ev=-16527.9873 spin_multiplicity=1 gap_ha=0.3210 homo_energy_ev=-8.521 e_lumo_ev=0.21 largest_force_ev_per_a=5.1 total_charge=0
C -1.663 -3.265 0.225 0.46 -0.95 -0.16 -0.4220
C -1.454 -1.271 -1.281 2.20 0.50 -4.62 -0.2095
C -1.622 0.320 -1.567 3.71 -2.38 1.10 -0.3994
C -0.849 1.182 -0.554 0.66 0.93 0.63 -0.3948
C 0.698 0.601 -0.210 -3.58 -0.41 -1.47 -0.2564
C 0.885 1.467 1.966 1.55 0.08 4.12 -0.4119
H -2.680 -3.959 -0.264 3.12 1.95 1.54 0.1728
H -0.562 -3.732 -0.308 -3.45 1.42 1.77 0.2089
H -1.605 -3.254 1.443 -0.22 -0.97 -3.16 0.2213
H -2.669 -1.364 0.515 3.31 -1.60 -2.25 0.3636
H -0.330 -1.534 -1.551 -1.75 0.60 0.83 0.1711
H -1.907 -1.766 -2.220 -0.26 0.34 1.36 0.1575
H -2.639 0.519 -1.638 -1.78 0.79 -0.20 0.2056
H -1.052 0.547 -2.494 -0.96 -0.64 0.00 0.2065
H -1.440 1.284 0.391 0.58 -0.04 -0.63 0.1896
H -0.791 2.236 -1.048 0.26 -1.64 1.20 0.2082
H 1.103 0.624 -1.224 0.63 -0.29 0.32 0.2136
H 0.528 -0.505 0.167 0.79 2.35 -0.36 0.2286
H 1.380 2.286 2.692 -0.88 -1.87 -1.77 0.2097
H -0.162 1.710 1.975 -0.47 -0.34 0.15 0.2071
H 1.139 0.395 2.405 -0.89 2.12 -0.57 0.1993
H 3.621 3.285 0.027 -1.18 -1.89 -1.58 0.4818
N -1.737 -1.808 -0.031 -3.52 0.61 3.43 -0.6779
N 1.363 1.569 0.649 -1.00 -0.41 -1.04 -0.3198
N 2.687 1.713 0.588 2.59 -1.07 -0.60 0.1060
N 3.572 0.628 0.708 -2.31 -2.41 0.93 0.2401
O 3.179 2.505 -0.485 0.74 1.97 2.07 -0.5409
O 3.007 -0.411 1.122 1.65 3.24 -1.07 -0.3588

---

Record 6
31
Properties=species:S:1:pos:R:3:forces:R:3:nbo_charge:R:1 method="wB97M-V/def2-TZVPD" e_tot_ev=-22103.7275 spin_multiplicity=1 gap_ha="0.2843 / 0.2842" homo_energy_ev="-10.971 / -10.970" e_lumo_ev="-3.24 / -3.24" largest_force_ev_per_a=5.4 total_charge=+1
C 1.694 1.553 1.544 3.79 2.67 2.54 -0.4151
C 1.450 2.381 -0.790 2.45 -1.87 -1.08 -0.4158
C -3.112 2.565 -0.516 -1.33 -0.16 -1.49 -0.2467
C 2.332 -3.720 0.100 1.87 -0.39 5.06 -0.2386
C 2.223 0.064 -0.156 -0.59 2.39 2.66 0.1631
C -1.735 -1.780 -0.257 -1.77 -0.51 -0.30 -0.0643
N -2.229 0.452 -0.157 0.67 4.08 -0.18 0.0312
N 0.256 -2.799 -0.177 -1.70 -2.24 -0.82 0.0335
N -2.530 -0.722 -0.128 -1.92 -2.57 -0.15 0.2337
N -0.397 -1.717 -0.188 2.52 -0.06 1.20 0.2552
N 1.906 1.296 0.188 0.34 -1.42 -1.84 -0.2904
O -3.872 -1.214 -0.096 1.52 -0.33 -0.40 -0.4932
O 0.161 -0.606 0.064 0.22 1.01 -0.20 -0.5624
O -3.301 1.321 0.099 0.49 -2.36 0.70 -0.3908
O 1.558 -2.609 -0.016 -0.81 3.54 -0.16 -0.3786
H 1.683 2.688 1.688 0.30 -1.67 0.21 0.2210
H 0.786 1.193 1.806 -2.98 -1.17 1.01 0.2266
H 2.508 1.038 2.199 -1.42 1.12 -1.09 0.2287
H 2.430 2.898 -1.078 -1.63 -0.42 0.23 0.2398
H 1.055 1.793 -1.648 0.14 0.88 0.40 0.2304
H 0.727 3.088 -0.407 -0.04 -0.30 0.45 0.2372
H -3.190 2.451 -1.628 0.15 0.28 0.90 0.1888
H -2.237 3.105 -0.235 0.80 0.09 0.39 0.1825
H -3.998 3.032 -0.117 -0.14 0.89 -0.31 0.2176
H 1.848 -4.509 0.733 0.39 0.50 -0.91 0.2101
H 3.222 -3.283 0.760 -1.54 -1.32 -1.38 0.1867
H 2.727 -4.020 -0.793 0.73 -1.16 -2.38 0.1902
H 2.569 -0.694 0.604 -0.44 1.25 -1.15 0.2575
H 2.153 -0.082 -1.167 0.39 -1.01 -2.30 0.2068
H -2.281 -2.651 -0.486 0.15 -0.98 -0.01 0.2501
H -4.404 -0.513 0.254 -0.61 1.25 0.41 0.5053

---

Record 7
29
Properties=species:S:1:pos:R:3:forces:R:3:nbo_charge:R:1 method="wB97M-V/def2-TZVPD" e_tot_ev=-26239.9050 spin_multiplicity=1 gap_ha=0.1993 homo_energy_ev=-13.660 e_lumo_ev=-8.24 largest_force_ev_per_a=3.1 total_charge=+2
C 0.835 -2.489 0.265 1.53 -0.37 0.05 0.5344
C -0.625 -1.621 1.910 -0.59 -2.45 -0.30 0.6623
C -0.694 -1.118 -1.025 -0.10 2.58 1.70 -0.2699
C -0.991 -0.032 0.053 2.54 -0.24 -0.02 0.6099
C -0.495 6.501 -0.493 -0.17 0.14 2.09 -0.7362
C 2.147 -3.432 0.002 -2.03 -0.27 -0.06 -0.2723
N 0.492 -1.858 -0.789 0.84 0.24 -1.87 -0.5375
N 0.200 -2.506 1.411 -0.76 0.21 2.04 -0.5525
N -0.892 -0.383 1.333 -0.73 0.23 1.35 -0.5866
N -1.268 -1.925 3.075 0.70 -1.41 -0.83 -0.7415
N -1.018 1.268 -0.161 -1.15 -1.72 0.73 -0.6526
N 2.292 -3.237 -1.444 1.61 -0.82 -1.33 -0.7934
S -0.855 5.060 -1.604 -0.23 -0.51 2.71 -0.1136
H -1.468 -1.794 -0.985 -2.36 -1.44 -0.04 0.2526
H -0.807 -0.529 -1.915 0.80 -0.42 -1.03 0.2592
H -1.027 7.451 -0.869 0.87 -1.65 0.86 0.2563
H 0.593 6.698 -0.174 -1.46 -0.35 -1.33 0.2396
H -0.915 6.104 0.552 0.34 1.15 -2.37 0.2262
H 1.800 -4.518 0.214 1.11 1.93 0.27 0.2743
H 3.100 -2.994 0.438 -1.63 -1.10 0.45 0.2652
H 3.199 -2.792 -1.485 -0.03 0.73 -0.87 0.4161
H -0.989 0.302 2.074 -0.15 0.58 -0.22 0.4453
H -0.942 -2.897 3.344 -0.77 1.60 0.06 0.4522
H -2.273 -1.726 3.252 1.18 0.17 -0.23 0.4471
H -0.990 1.693 -1.043 -0.02 0.54 -1.72 0.4527
H -1.500 1.796 0.537 0.21 0.91 0.51 0.4309
H -0.601 5.469 -2.778 0.63 1.05 -1.89 0.1344
H 1.234 -2.447 -1.608 0.58 0.40 0.20 0.4544
H 2.456 -4.044 -2.087 -0.76 0.29 1.10 0.4428

---

Record 8
24
Properties=species:S:1:pos:R:3:forces:R:3:nbo_charge:R:1 method="wB97M-V/def2-TZVPD" e_tot_ev=-10016.3766 spin_multiplicity=2 s_squared=0.754 gap_ha="0.3431 / 0.2497" homo_energy_ev="-8.284 / -8.283" e_lumo_ev="1.05 / -1.49" largest_force_ev_per_a=0.6 total_charge=0
C -1.058 0.815 -2.146 -0.52 -0.19 0.13 -0.1338
O 0.142 0.582 -1.554 0.14 0.06 -0.26 -0.2881
C -2.194 -0.079 -1.642 0.19 -0.07 0.01 -0.4244
C -1.889 -1.564 -1.822 0.15 0.24 -0.03 -0.6115
H -0.881 0.636 -3.225 0.07 -0.01 -0.04 0.2265
H -1.331 1.876 -2.077 0.09 0.13 -0.05 0.1884
H -3.110 0.194 -2.168 -0.05 0.05 -0.01 0.2020
H -2.342 0.159 -0.585 -0.06 -0.07 0.00 0.2104
H -2.673 -2.195 -1.411 -0.07 -0.01 0.02 0.2135
H -0.952 -1.814 -1.326 0.01 -0.04 0.05 0.2191
H -1.771 -1.802 -2.880 -0.05 -0.05 -0.04 0.1977
C 1.072 1.414 1.330 0.13 -0.23 0.17 -0.4185
N 0.869 0.017 1.689 -0.03 0.08 0.03 -0.4294
C 1.653 -0.873 0.848 -0.04 0.26 0.21 -0.4230
C 1.192 -0.194 3.085 -0.20 -0.03 0.03 -0.4126
H 0.842 1.579 0.282 0.00 -0.02 -0.04 0.2152
H 2.114 1.730 1.509 0.05 0.05 -0.03 0.1562
H 0.422 2.041 1.938 -0.06 0.06 0.04 0.1930
H 1.464 -1.901 1.156 0.02 -0.07 -0.09 0.1927
H 1.360 -0.731 -0.187 0.05 -0.13 -0.05 0.2228
H 2.733 -0.672 0.946 0.06 -0.05 -0.03 0.1540
H 0.969 -1.223 3.368 0.05 -0.04 -0.03 0.1965
H 0.578 0.454 3.712 0.02 0.06 0.00 0.1958
H 2.252 0.006 3.312 0.05 0.02 -0.01 0.1575

---

Record 9
24
Properties=species:S:1:pos:R:3:forces:R:3:nbo_charge:R:1 method="wB97M-V/def2-TZVPD" e_tot_ev=-10014.6550 spin_multiplicity=2 s_squared=0.751 gap_ha="0.1405 / 0.4201" homo_energy_ev="-3.217 / -10.970" e_lumo_ev="0.61 / 0.46" largest_force_ev_per_a=2.9 total_charge=0
C 0.532 -1.518 1.074 -1.11 -1.68 0.03 -0.1231
O -0.272 -2.236 2.025 -0.35 -0.60 -0.15 -0.7561
C -0.363 -0.433 0.490 1.43 1.86 1.71 -0.0960
C 0.322 0.216 -0.717 0.36 0.67 -0.40 -0.2437
C 1.551 1.044 -0.342 0.70 -0.30 -0.52 -0.6567
C -0.739 0.989 -1.506 -0.31 -0.18 -0.73 -0.3970
C -0.516 1.284 -3.024 0.45 -2.71 0.14 -0.6109
N -0.527 0.531 1.795 1.86 -1.33 -0.95 -1.1224
H 0.785 -2.045 0.155 0.23 -1.01 0.28 0.1767
H 1.452 -1.386 1.671 -0.22 1.34 -0.97 0.2180
H -0.309 -3.190 1.873 0.18 0.35 -0.16 0.4858
H -1.377 -0.675 0.181 0.22 -0.88 0.52 0.2386
H 0.669 -0.633 -1.351 -0.28 0.39 0.28 0.2080
H 1.960 1.672 -1.120 -0.19 -0.13 -1.04 0.2256
H 1.334 1.816 0.372 -0.12 0.01 0.96 0.2115
H 2.417 0.418 -0.073 -0.45 0.22 0.48 0.2160
H -1.578 0.278 -1.481 -0.29 0.56 -0.16 0.1902
H -1.021 1.876 -0.941 -0.12 0.12 -0.02 0.2082
H -1.468 1.428 -3.533 0.02 0.75 0.23 0.2210
H -0.255 0.245 -3.458 0.22 1.56 0.41 0.1945
H 0.254 2.012 -3.308 -0.36 -0.18 0.22 0.2150
H -0.622 -0.070 2.636 -0.25 -0.21 -0.02 0.3887
H -1.314 1.186 1.871 -0.46 0.96 -0.30 0.2935
H 0.447 0.956 1.935 -1.15 0.42 0.17 0.3146